# 1
Density functional theory data (ωB97M-V/def2-TZVPD) for a molecular structure, C29H24ClN5O6Tc.

Atoms and positions in Å:
1 Tc -0.02255 -0.17704 0.00117
2 C -1.72490 1.62376 -3.43837
3 O -1.47942 3.02234 -3.14618
4 C -0.74801 3.45485 -2.13872
5 C -0.48091 4.82905 -2.14126
6 C 0.25287 5.40037 -1.13377
7 C 0.73831 4.61794 -0.07069
8 C 0.50081 3.26968 -0.01686
9 C 1.02800 2.52752 1.11110
10 N 0.85941 1.27130 1.29458
11 N 1.43945 0.75284 2.44468
12 C 1.24035 -0.53521 2.50289
13 O 0.57561 -1.20412 1.61338
14 C 1.78684 -1.29319 3.65210
15 C 2.41785 -0.63632 4.70628
16 C 2.92803 -1.36459 5.76805
17 C 2.81451 -2.74966 5.78323
18 C 2.18626 -3.40489 4.73347
19 C 1.67139 -2.67899 3.67041
20 C -0.25230 2.63942 -1.06239
21 O -0.53721 1.40135 -1.05922
22 H -2.20999 1.64200 -4.40875
23 H -2.39755 1.20266 -2.69235
24 H -0.77760 1.08691 -3.48300
25 H -0.85980 5.40666 -2.97323
26 H 0.46747 6.46059 -1.15017
27 H 1.31519 5.08932 0.71559
28 H 1.59988 3.07559 1.85327
29 H 2.50277 0.44143 4.67975
30 H 3.41749 -0.85179 6.58655
31 H 3.21566 -3.31668 6.61375
32 H 2.09768 -4.48399 4.74181
33 H 1.17721 -3.17676 2.84622
34 O -2.55620 -2.65462 -1.93935
35 C -1.99192 -1.89007 -1.18706
36 N -0.67558 -1.53644 -1.21575
37 C 0.21277 -2.02632 -2.26064
38 C 1.61108 -1.54500 -1.98671
39 C 2.68632 -2.02021 -2.71643
40 C 3.94338 -1.50490 -2.47796
41 C 4.10151 -0.52959 -1.50122
42 C 2.99423 -0.11116 -0.79968
43 N 1.77116 -0.61030 -1.03044
44 C -2.73818 -1.18806 -0.07013
45 C -4.07790 -1.43768 0.14482
46 C -4.72489 -0.76442 1.16994
47 C -4.00718 0.13439 1.94126
48 C -2.66572 0.33284 1.66307
49 N -2.04172 -0.31310 0.67829
50 H -0.08413 -1.63029 -3.23686
51 H 0.18523 -3.11575 -2.32535
52 H 2.52158 -2.76080 -3.48742
53 H 4.79154 -1.84208 -3.05838
54 H 5.06836 -0.09447 -1.28930
55 H 3.06046 0.64798 -0.03326
56 H -4.57735 -2.15147 -0.49630
57 H -5.77602 -0.93844 1.36444
58 H -4.47302 0.68005 2.75061
59 H -2.05850 1.02190 2.23691
60 Cl 3.67812 0.45273 -5.38571
61 C 3.32982 1.75023 -4.19788
62 C 2.02614 1.59324 -3.38674
63 O 1.92941 2.46950 -2.49077
64 O 1.22436 0.68951 -3.68426
65 H 3.27951 2.67849 -4.75942
66 H 4.17298 1.80441 -3.51697

⟨S²⟩: 1.165
Multiplicity: 2
Kohn-Sham gap (alpha / beta), eV: 7.0319 / 5.5084
Electronic energy, hartree: -2385.77285
Relative energy (zero: lowest compared OMol25 entry of this formula, charge and spin), kJ/mol: 114.4
Net charge: 0



# 2
Density functional theory data (ωB97M-V/def2-TZVPD) for a molecular structure, C29H24N3O3Tl.

Atoms and positions in Å:
1 Tl 0.27904 -0.26449 1.21785
2 C 2.68214 3.72880 1.21062
3 C 2.21144 2.31641 1.07743
4 N 0.97985 1.97057 1.14225
5 N 0.02729 2.91576 1.32735
6 C -1.18175 2.38627 1.50249
7 O -1.47744 1.15168 1.54235
8 C -2.29501 3.36372 1.67418
9 C -2.07606 4.73661 1.58647
10 C -3.13021 5.61962 1.75066
11 C -4.40866 5.13911 2.00401
12 C -4.63020 3.77260 2.09137
13 C -3.57685 2.88652 1.92667
14 C 3.20557 1.23306 0.86861
15 C 4.56728 1.50122 0.76097
16 C 5.44847 0.44987 0.56751
17 C 4.95972 -0.84259 0.48101
18 C 3.59139 -1.02687 0.59588
19 N 2.74881 -0.02091 0.78650
20 H 1.83328 4.38031 1.38618
21 H 3.19759 4.04809 0.30171
22 H 3.38500 3.82281 2.04098
23 H -1.07589 5.09442 1.38881
24 H -2.95679 6.68581 1.68128
25 H -5.23189 5.83021 2.13384
26 H -5.62572 3.39668 2.28940
27 H -3.73053 1.81839 1.99058
28 H 4.93049 2.51576 0.82739
29 H 6.51029 0.64167 0.48512
30 H 5.61365 -1.68931 0.32989
31 H 3.14720 -2.01482 0.53420
32 C -1.42711 -6.21201 -2.54796
33 C -0.56467 -5.22736 -3.01074
34 C -0.23251 -4.15246 -2.20243
35 C -0.75740 -4.04568 -0.91401
36 C -1.60103 -5.05420 -0.45074
37 C -1.94302 -6.12397 -1.26353
38 C -0.42504 -2.92817 -0.00237
39 C -0.25986 -1.64526 -0.32887
40 C -0.44824 -1.07569 -1.68063
41 C 0.59527 -0.40479 -2.31674
42 C 0.42723 0.12093 -3.58925
43 C -0.79455 0.00074 -4.23458
44 C -1.84766 -0.64274 -3.59724
45 C -1.67829 -1.17487 -2.32990
46 H -1.68832 -7.04865 -3.18302
47 H -0.14614 -5.29789 -4.00660
48 H 0.44286 -3.39092 -2.56934
49 H -1.99483 -4.99129 0.55695
50 H -2.60811 -6.89230 -0.89087
51 H -0.32650 -3.20755 1.04405
52 H 1.55006 -0.30240 -1.81148
53 H 1.25000 0.62949 -4.07563
54 H -0.93009 0.41518 -5.22499
55 H -2.80781 -0.72704 -4.08983
56 H -2.49827 -1.67836 -1.83350
57 O 0.96777 0.01803 3.33197
58 C 0.69719 -1.14155 3.78344
59 O 0.19566 -2.04034 3.09411
60 H 0.93193 -1.32589 4.84015

Kohn-Sham gap, eV: 7.6867
Electronic energy, hartree: -1681.95469
Relative energy (zero: lowest compared OMol25 entry of this formula, charge and spin), kJ/mol: 53.7
Net charge: 0



# 3
Density functional theory data (ωB97M-V/def2-TZVPD) for a molecular structure, C29H24N6O2RuS4Sb in a non-equilibrium geometry.

Atoms and positions in Å:
1 Ru 0.30857 -1.33541 -1.52172
2 C 1.80975 3.93298 -2.08188
3 C 1.70414 3.55905 -0.75157
4 C 1.74943 2.22650 -0.39446
5 C 1.86847 1.23859 -1.37875
6 C 1.97135 1.62569 -2.71807
7 C 1.94693 2.96136 -3.06023
8 N 1.81598 -0.10852 -1.06580
9 C 2.66769 -0.67527 -0.17784
10 C 3.81297 -0.04963 0.32328
11 C 4.64532 -0.72543 1.19425
12 C 4.34560 -2.01929 1.60788
13 C 3.22847 -2.67522 1.12598
14 C 2.38901 -2.03308 0.20838
15 N 1.29225 -2.55837 -0.37761
16 N 0.76524 -3.71903 -0.06207
17 C -0.43553 -3.89117 -0.60564
18 C -1.18073 -5.07203 -0.38273
19 C -2.42278 -5.20071 -0.94025
20 C -2.94841 -4.16760 -1.72750
21 C -2.18023 -3.04055 -1.91643
22 N -0.96468 -2.89651 -1.40412
23 H 1.79097 4.97839 -2.35707
24 H 1.58361 4.31501 0.01355
25 H 1.65600 1.92480 0.63988
26 H 2.08745 0.86486 -3.47769
27 H 2.03176 3.23781 -4.10010
28 H 4.05345 0.95757 0.01200
29 H 5.53860 -0.23764 1.55160
30 H 4.99670 -2.51852 2.31133
31 H 2.98474 -3.68142 1.43230
32 H -0.75366 -5.84153 0.23924
33 H -3.00678 -6.09393 -0.76796
34 H -3.92540 -4.24264 -2.17738
35 H -2.54261 -2.22038 -2.52594
36 C -1.07269 2.95733 5.72295
37 C -1.25290 1.99713 4.58477
38 C -0.15528 1.36834 4.00649
39 C -0.32566 0.45374 2.98263
40 C -1.59998 0.16734 2.53947
41 C -2.70164 0.80174 3.07797
42 C -2.52728 1.71696 4.10042
43 S -1.79110 -1.03942 1.22511
44 O -3.18026 -1.04855 0.84211
45 O -1.22553 -2.27548 1.68848
46 N -0.84599 -0.47312 0.03298
47 C -1.27462 0.52680 -0.77561
48 C -1.95933 1.68136 -0.38927
49 C -2.16433 2.66431 -1.33428
50 C -1.68931 2.48326 -2.62740
51 C -1.04824 1.30319 -2.94434
52 N -0.86671 0.33824 -2.05263
53 H -0.11824 2.79322 6.21762
54 H -1.87134 2.83799 6.45297
55 H -1.10009 3.98472 5.35877
56 H 0.83893 1.58184 4.37099
57 H 0.50929 -0.05257 2.52320
58 H -3.67509 0.55953 2.67968
59 H -3.38825 2.20308 4.53839
60 H -2.25888 1.79411 0.63963
61 H -2.68108 3.57548 -1.06824
62 H -1.79451 3.24386 -3.38239
63 H -0.66429 1.14185 -3.94386
64 S 0.58297 0.54022 -6.07934
65 Sb -0.21883 -1.55325 -5.40843
66 S 1.26721 -2.09684 -3.43059
67 S -2.43055 -0.99516 -4.83511

⟨S²⟩: 6.055
Multiplicity: 5
Kohn-Sham gap (alpha / beta), eV: 6.1186 / 4.7463
Electronic energy, hartree: -3526.51379
Net charge: -1



# 4
Density functional theory data (ωB97M-V/def2-TZVPD) for a molecular structure, C29H24NO6PPbSe3Te.

Atoms and positions in Å:
1 Pb -0.28513 0.57490 2.34024
2 Se -4.24456 2.50890 1.96402
3 Se -5.00794 3.32295 0.07056
4 Te -4.34784 1.63226 -1.73428
5 Se -3.02087 0.04411 -0.58980
6 C -3.13711 -0.85752 3.37379
7 C -3.12398 -2.24029 2.74386
8 C -3.73896 -3.23989 3.72372
9 C -1.73391 -2.74653 2.33597
10 C -1.84258 -4.12105 1.66332
11 O -1.03782 -4.00543 0.49182
12 C -0.65528 -2.71356 0.38091
13 N -0.99574 -1.93659 1.33900
14 C 0.17852 -2.48520 -0.83356
15 C 0.36037 -3.62220 -1.63509
16 C 1.15332 -3.60772 -2.76526
17 C 1.81114 -2.44382 -3.12210
18 C 1.64202 -1.31547 -2.34592
19 C 0.81879 -1.29676 -1.21528
20 P 0.84245 0.33095 -0.35758
21 C 0.37040 1.51248 -1.70635
22 C -0.32956 1.01580 -2.74152
23 C -0.94659 1.84275 -3.77095
24 C -1.09912 3.15378 -3.60027
25 C -0.59623 3.76311 -2.35029
26 C 0.45323 3.01802 -1.48860
27 C 2.62028 0.47846 -0.04606
28 C 3.48859 1.15776 -0.89250
29 C 4.84263 1.19786 -0.58502
30 C 5.32773 0.55086 0.53759
31 C 4.45894 -0.13207 1.38226
32 C 3.10786 -0.15526 1.09662
33 H -4.10627 -0.66631 3.83563
34 H -3.00427 -0.07077 2.62901
35 H -2.38198 -0.76914 4.15889
36 H -3.73615 -2.21070 1.83367
37 H -3.14002 -3.29453 4.63601
38 H -3.81612 -4.24627 3.31341
39 H -4.74247 -2.92475 4.00669
40 H -1.11042 -2.79466 3.23930
41 H -2.86453 -4.33794 1.34207
42 H -1.46580 -4.95072 2.25934
43 H -0.12715 -4.54111 -1.35709
44 H 1.26402 -4.50910 -3.35187
45 H 2.45407 -2.40824 -3.99060
46 H 2.16437 -0.41019 -2.62567
47 H -0.47253 -0.04831 -2.84801
48 H -1.27774 1.35483 -4.67858
49 H -1.52703 3.78629 -4.36621
50 H -0.35330 4.81979 -2.45693
51 H 1.59696 4.75246 -1.18072
52 H 3.11753 1.76785 -1.71625
53 H 5.50399 1.77367 -1.21768
54 H 6.38184 0.59632 0.77608
55 H 4.83397 -0.62431 2.26946
56 H 2.43492 -0.68287 1.76862
57 O 2.75331 3.35457 -2.16195
58 C 1.85994 3.65544 -1.26352
59 C -0.51914 3.26621 -0.41479
60 O -1.55711 3.65346 -1.18928
61 C -0.31777 2.94821 0.88775
62 C 1.09892 2.85264 1.20093
63 O 1.45005 2.25885 2.24733
64 C 2.20811 3.40004 0.24475
65 O 3.28591 3.59767 0.73523
66 O -1.22116 2.46604 1.77171

Kohn-Sham gap (alpha / beta), eV: 5.0572 / 4.6139
Electronic energy, hartree: -9632.05575
Net charge: 0



# 5
Density functional theory data (ωB97M-V/def2-TZVPD) for a molecular structure, C29H25AgBN7OS2.

Atoms and positions in Å:
1 Ag -0.84397 0.10467 -0.28991
2 B -0.83741 -3.51680 -0.50234
3 N -1.68014 -2.98868 -1.70535
4 C -2.48145 -3.68211 -2.53611
5 C -3.10644 -2.78547 -3.38306
6 C -2.61455 -1.53416 -2.96894
7 N -1.76108 -1.67069 -1.96418
8 N -1.52796 -3.02177 0.80714
9 C -2.32023 -3.71075 1.64766
10 C -2.84514 -2.82696 2.57495
11 C -2.30892 -1.58532 2.19737
12 N -1.51334 -1.71979 1.14461
13 H 0.28754 -3.06949 -0.55427
14 H -0.88000 -4.73658 -0.51304
15 H -2.54382 -4.75623 -2.46467
16 H -3.80603 -3.00221 -4.17435
17 H -2.83558 -0.54681 -3.34630
18 H -2.45812 -4.77234 1.51864
19 H -3.52192 -3.04493 3.38561
20 H -2.47272 -0.59994 2.60971
21 C -2.14105 3.31298 3.44045
22 N -1.55735 3.79147 2.21850
23 C -0.46229 4.67862 2.23562
24 C 0.19052 4.58306 1.07518
25 N -0.45969 3.64476 0.25809
26 C -1.26327 2.80055 1.15949
27 S -2.69541 1.99255 0.39826
28 H -2.51577 4.15857 4.02295
29 H -1.43655 2.73868 4.06456
30 H -2.97982 2.66713 3.17741
31 H -0.31290 5.37167 3.04983
32 H 1.00391 5.18855 0.70735
33 H 0.08548 3.10042 -0.40334
34 C 1.96974 -4.66031 1.80374
35 C 3.10374 -5.01895 2.72807
36 O 3.61088 -6.11202 2.78504
37 S 3.76789 -3.75068 3.80482
38 C 2.77077 -2.33696 3.43768
39 C 1.57339 -2.13267 4.11516
40 C 0.74858 -1.07786 3.76817
41 C 1.11098 -0.18964 2.74814
42 C 2.33847 -0.38288 2.10135
43 C 3.15792 -1.44510 2.44221
44 C 0.23325 0.84045 2.30844
45 C -0.40028 1.70782 1.75217
46 H 1.63524 -5.56186 1.29727
47 H 2.30596 -3.92771 1.06840
48 H 1.14025 -4.19709 2.33894
49 H 1.27119 -2.83123 4.88569
50 H -0.20964 -0.95645 4.25166
51 H 2.60948 0.28839 1.29664
52 H 4.08802 -1.61048 1.91170
53 N 2.28307 5.83596 -7.95023
54 C 2.02760 5.15875 -7.05388
55 C 1.71148 4.31029 -5.93701
56 C 2.23131 3.01601 -5.86657
57 C 1.93733 2.20149 -4.79253
58 C 1.11384 2.64722 -3.74154
59 C 0.58857 3.95175 -3.83408
60 C 0.88318 4.76584 -4.90737
61 C 0.81543 1.82559 -2.62387
62 C 0.57717 1.15839 -1.61999
63 H 2.86904 2.65870 -6.66639
64 H 2.33816 1.19829 -4.73912
65 H -0.05908 4.29807 -3.03786
66 H 0.47254 5.76622 -4.96239

Kohn-Sham gap, eV: 5.7120
Electronic energy, hartree: -2546.79050
Relative energy (zero: lowest compared OMol25 entry of this formula, charge and spin), kJ/mol: 67.6
Net charge: -2



# 6
Density functional theory data (ωB97M-V/def2-TZVPD) for a molecular structure, C29H25BrF5IO2Y in a non-equilibrium geometry.

Atoms and positions in Å:
1 Y 0.67950 0.27363 0.06245
2 C 1.38642 1.91350 2.29595
3 C 0.18455 1.51285 2.91078
4 C -0.89503 1.99598 2.13539
5 C -0.36519 2.69934 1.03278
6 C 1.05644 2.62870 1.10624
7 C 2.00804 3.43745 0.25110
8 C -1.10388 3.59086 0.07682
9 C -2.34846 1.81181 2.45958
10 C 0.07322 0.70632 4.17014
11 C 2.74331 1.86476 2.93741
12 H 2.13365 3.03975 -0.76236
13 H 2.99735 3.48899 0.70801
14 H 1.64862 4.46319 0.13297
15 H -0.61779 3.62609 -0.89786
16 H -1.14021 4.61508 0.46448
17 H -2.13414 3.26955 -0.08015
18 H -2.60869 0.75655 2.57088
19 H -2.98202 2.23362 1.67813
20 H -2.61008 2.31244 3.39653
21 H 0.80149 -0.10806 4.19284
22 H -0.91591 0.25603 4.25514
23 H 0.23927 1.32286 5.05992
24 H 3.55259 1.85528 2.20669
25 H 2.85738 0.98838 3.58074
26 H 2.89109 2.74085 3.57867
27 I 3.01881 -1.18459 1.66917
28 C 3.33700 -2.64300 0.19676
29 C 4.16685 -3.68164 0.50495
30 C 4.42622 -4.67047 -0.46101
31 C 3.84607 -4.57444 -1.69270
32 C 2.98623 -3.49828 -2.01608
33 C 2.39499 -3.42046 -3.29752
34 C 1.57002 -2.37792 -3.59739
35 C 1.30628 -1.38350 -2.63287
36 C 1.83177 -1.37714 -1.35181
37 C 2.70017 -2.47753 -1.05805
38 H 4.62244 -3.74858 1.48395
39 H 5.08208 -5.49620 -0.21694
40 H 4.03323 -5.32819 -2.44931
41 H 2.61248 -4.19777 -4.02143
42 H 1.11079 -2.30324 -4.57638
43 H 0.65565 -0.57710 -2.95137
44 Br -6.75189 -0.34493 -1.88731
45 C -4.95071 0.23460 -2.08768
46 C -4.47447 0.52745 -3.35610
47 C -3.16266 0.94681 -3.49557
48 C -2.33146 1.06301 -2.38702
49 C -2.83654 0.76958 -1.12859
50 C -4.15018 0.35411 -0.96704
51 C -0.90073 1.51066 -2.60177
52 O -0.59805 2.03017 -3.66350
53 O -0.07387 1.27572 -1.63725
54 H -5.11998 0.42785 -4.21774
55 H -2.75800 1.19270 -4.46802
56 H -2.21538 0.88110 -0.24926
57 H -4.53314 0.11674 0.01571
58 F -0.62557 -0.82081 1.77171
59 C -0.75692 -2.10857 1.10639
60 F -1.00147 -1.56068 -0.23363
61 C -2.15250 -2.57810 1.50365
62 F -2.08123 -3.39440 2.57386
63 F -3.03841 -1.60230 1.84473
64 F -2.71946 -3.27646 0.50924

Kohn-Sham gap, eV: 7.1129
Electronic energy, hartree: -4680.09131
Relative energy (zero: lowest compared OMol25 entry of this formula, charge and spin), kJ/mol: 206.7
Net charge: -1